{"formula": "C42H50AsF6KN8OSSi", "method": "ωB97M-V/def2-TZVPD", "total_energy_ha": -6266.56876, "fmax_ev_per_a": 1.9, "charge": -1, "spin_multiplicity": 2, "mol_weight_g_mol": 971.1, "relative_energy_kcal_mol": 29.3, "s2": 0.754, "symbols": ["H", "H", "H", "H", "C", "H", "H", "H", "C", "C", "H", "C", "H", "C", "C", "C", "C", "C", "H", "H", "C", "C", "H", "H", "C", "C", "F", "N", "C", "H", "H", "C", "H", "H", "H", "H", "N", "H", "C", "H", "C", "C", "C", "C", "S", "H", "C", "C", "H", "H", "F", "C", "K", "H", "C", "H", "H", "C", "C", "C", "Si", "C", "H", "C", "H", "C", "C", "C", "F", "H", "H", "C", "N", "N", "C", "C", "H", "C", "H", "H", "C", "N", "N", "H", "F", "H", "H", "H", "H", "C", "H", "H", "F", "N", "H", "H", "C", "H", "H", "N", "C", "O", "C", "H", "H", "H", "C", "H", "F", "H", "As"], "positions_angstrom": [[-5.11975, -1.15289, 1.34621], [-1.71164, -1.39447, -4.46062], [0.58803, 4.79793, -0.36855], [0.14436, -2.77130, 3.19255], [2.74692, 2.80722, 5.68734], [-4.92555, 2.81086, 0.54407], [2.24820, 2.30494, -0.24718], [1.18820, 2.59835, 2.68775], [7.06127, 0.61135, -4.78892], [-0.53739, -2.58015, 4.01319], [-0.94983, 4.76256, 0.50159], [7.30139, 1.79585, -4.07651], [-2.56880, 1.42958, 3.61027], [-1.80519, -1.08102, 5.37427], [-3.12847, -0.40934, 1.63440], [3.81087, 1.77414, -1.63544], [-1.99316, -2.62779, -1.46057], [0.91445, 1.20314, 4.30861], [3.74423, -1.16135, -3.32893], [-4.31981, 2.92409, 2.18603], [-3.58796, -1.97602, -3.58161], [-0.91754, -1.27165, 4.31120], [-2.28433, -4.28221, 6.36377], [9.72484, 0.60156, -6.81641], [-2.29180, -2.15021, 6.11304], [-2.20632, -1.82350, -3.59845], [-1.78434, 3.82072, -3.94623], [0.10343, -2.52569, -0.33585], [-1.51797, -4.13792, 0.56896], [-2.61576, -1.22282, 1.09592], [5.13680, -1.75747, 2.06519], [-1.02383, -3.65657, 4.74256], [-2.13073, -0.07783, 5.63066], [2.49534, 1.42725, 7.31077], [8.62508, 3.47109, -3.81188], [1.71930, -1.38019, -1.94854], [5.88644, 0.12170, -4.26487], [10.17664, 2.67736, -5.58419], [9.28966, 2.10583, -5.34376], [0.57394, 4.84985, 1.41197], [-1.06778, -3.05026, -0.36280], [2.33700, -0.48959, -1.88228], [-5.18966, 0.98618, 1.71900], [4.24419, 0.79809, -2.52554], [2.03120, -1.06590, 1.88339], [3.88186, -4.34791, 3.12076], [3.48023, -0.35718, -2.65423], [-3.36850, -2.79982, -1.35525], [-0.10280, 2.67427, -0.28252], [2.80343, 4.00225, 3.90363], [-3.27859, 0.77100, -2.33448], [-1.90154, -3.44361, 5.79526], [-1.17858, 0.29602, -1.48195], [-2.36844, 2.74892, 0.75593], [8.43509, 2.55651, -4.35693], [4.36910, 2.69191, -1.52190], [5.70101, -3.36948, 1.62490], [9.03225, 0.92020, -6.04816], [7.91445, 0.15112, -5.78466], [-1.80966, 1.30269, 2.81803], [-0.34968, 0.22725, 3.32522], [2.37967, 3.13121, 4.38775], [-4.53848, -0.16817, 0.00862], [-3.02526, 1.88222, 0.78557], [-3.12727, 1.56052, -0.24694], [1.91198, -2.65773, 1.15813], [5.47626, 1.00564, -3.29711], [-4.40623, 2.25427, 1.32611], [-3.14934, 3.42103, -1.82733], [-6.23720, 1.06858, 1.42260], [3.29598, -2.72454, 3.40780], [2.20692, 1.68634, 6.29946], [-2.34931, 0.83141, 1.54898], [2.99833, -3.44036, 1.47955], [-4.55022, -0.25227, 1.09866], [1.46833, 2.33848, 3.70493], [-0.83144, -4.23868, 1.40273], [3.81303, -3.34983, 2.67848], [0.89193, 0.01090, 6.09662], [7.71765, -0.76223, -6.33084], [1.29825, 0.89238, 5.61175], [1.02036, -3.24776, 0.43296], [6.29444, 2.01263, -3.15446], [-5.25008, -2.56409, -2.36234], [-3.93739, 2.53712, -4.04115], [-4.17240, -1.66934, -4.43658], [-1.36913, 2.28846, 2.63533], [3.45550, 3.42855, 6.22164], [5.81778, -2.82133, 3.30332], [0.42191, -0.28486, 1.69781], [-3.18567, -0.73006, 2.68292], [-0.26510, -0.95094, 1.18717], [-1.70141, 1.21348, -4.39571], [-1.42345, -2.14469, -2.57538], [-5.18514, 0.86318, 2.80790], [5.39011, -0.69830, -4.56070], [5.20102, -2.79181, 2.40365], [-1.57553, -5.09470, 0.04359], [-2.98028, -1.97424, 6.93029], [1.92535, 0.43942, -1.02851], [2.64224, 1.55451, -0.92328], [0.17882, 3.01325, 0.61400], [-4.17453, -2.46418, -2.43394], [-0.71834, -4.66316, 4.48370], [2.96360, -4.32824, 1.00440], [-2.51265, -3.92106, 0.96008], [0.09099, 4.41950, 0.52961], [-3.81358, -3.16598, -0.44151], [-0.36728, 2.38860, -1.80362], [0.55388, 0.57989, 1.04848], [-2.45089, 2.39533, -3.16471]], "forces_ev_per_a": [[0.00, 0.00, -0.01], [-0.01, 0.03, -0.02], [0.00, 0.01, 0.01], [0.01, 0.01, -0.02], [0.02, 0.04, 0.01], [-0.01, 0.00, -0.01], [0.00, 0.00, 0.01], [-0.04, 0.01, -0.03], [0.00, 0.00, 0.00], [0.02, -0.02, -0.06], [0.00, 0.00, -0.01], [0.02, -0.01, -0.02], [-0.01, -0.03, 0.00], [0.01, -0.02, 0.05], [0.04, -0.08, 0.06], [-0.05, -0.04, -0.03], [0.01, -0.14, 0.05], [-0.19, 0.11, 0.02], [0.03, 0.00, -0.01], [0.01, -0.01, 0.00], [0.06, 0.05, -0.03], [-0.01, 0.06, 0.03], [0.00, 0.00, 0.00], [0.00, 0.00, 0.00], [0.00, 0.02, -0.02], [-0.04, -0.06, 0.05], [0.03, -0.04, -0.22], [0.05, -0.53, 0.21], [-0.11, -0.03, -0.03], [-0.01, -0.01, 0.02], [-0.02, 0.00, -0.02], [-0.01, -0.02, 0.01], [0.00, 0.01, -0.01], [0.00, 0.00, 0.01], [0.01, 0.01, 0.00], [0.01, -0.01, 0.00], [0.01, 0.04, 0.01], [0.01, 0.00, 0.00], [0.00, 0.01, 0.00], [-0.01, 0.01, -0.01], [0.17, 0.02, -0.18], [0.00, -0.08, -0.02], [-0.04, 0.02, 0.00], [-0.04, -0.02, 0.04], [0.07, 0.12, -0.09], [0.05, 0.00, -0.05], [-0.01, 0.05, 0.05], [0.01, 0.05, 0.01], [0.10, 0.14, -0.26], [0.00, 0.01, 0.00], [-0.66, 0.29, -0.20], [-0.01, -0.03, 0.01], [1.14, -1.06, 1.02], [0.01, 0.01, -0.02], [-0.02, -0.01, 0.00], [0.02, 0.00, -0.01], [0.01, -0.02, 0.01], [0.02, -0.01, -0.02], [0.01, 0.01, 0.00], [0.13, 0.05, 0.02], [0.10, -0.04, -0.06], [-0.01, -0.02, -0.02], [0.00, 0.02, -0.02], [0.04, 0.09, 0.01], [-0.13, -0.01, -0.01], [-0.04, -0.31, -0.04], [0.00, 0.01, 0.00], [-0.01, 0.00, 0.02], [0.00, -0.11, -0.13], [0.00, 0.00, -0.01], [0.02, -0.02, 0.00], [0.01, -0.02, -0.02], [-0.08, 0.07, -0.14], [-0.03, 0.00, -0.02], [0.00, -0.04, 0.01], [0.06, 0.00, 0.00], [0.02, 0.00, -0.01], [-0.05, 0.00, 0.09], [-0.03, 0.01, 0.00], [0.00, -0.01, 0.00], [0.04, -0.08, 0.04], [-0.11, 0.61, -0.04], [-0.02, -0.04, 0.01], [0.00, 0.00, 0.00], [0.08, -0.08, -0.27], [-0.02, 0.01, 0.00], [-0.02, 0.00, 0.00], [0.00, 0.00, 0.00], [-0.01, 0.00, 0.03], [-0.15, -0.06, 0.07], [-0.03, 0.02, -0.02], [0.04, -0.08, -0.02], [-0.12, 0.17, 0.04], [-0.05, -0.27, -0.10], [0.01, -0.01, 0.01], [0.00, 0.01, -0.01], [0.04, 0.03, -0.01], [0.00, 0.00, -0.02], [0.00, -0.01, 0.00], [-0.18, -0.03, -0.08], [0.09, 0.06, -0.05], [-0.03, -0.05, 0.14], [-0.02, 0.01, -0.02], [0.00, -0.01, 0.00], [-0.01, -0.01, 0.03], [0.01, 0.00, 0.02], [-0.01, 0.01, 0.03], [0.00, -0.01, 0.01], [0.11, 0.71, 0.02], [-0.01, 0.05, -0.01], [-0.33, 0.51, 0.24]], "lowdin_charge": [0.1093, 0.1098, 0.0822, 0.0721, -0.1004, 0.1112, 0.1026, 0.0847, -0.1953, -0.0853, 0.0761, -0.2296, 0.0909, -0.1076, -0.1811, 0.0131, -0.2777, -0.2388, 0.0994, 0.1009, -0.0499, -0.2425, 0.0964, 0.0941, -0.0920, -0.1480, -0.3307, 0.0581, -0.0237, 0.0951, 0.0650, -0.0870, 0.1030, 0.0956, 0.1084, 0.0941, 0.1647, 0.0936, -0.1069, 0.0665, -0.3017, -0.1272, -0.1832, -0.1408, 0.9846, 0.1104, -0.0058, -0.0285, 0.0059, 0.1011, -0.5391, -0.0985, 0.7122, 0.1041, -0.0211, 0.1109, 0.0692, -0.1094, -0.0307, -0.2149, 0.6641, -0.0816, 0.1053, -0.2129, 0.0574, -0.6524, -0.2679, -0.1517, -0.3629, 0.1015, 0.0793, -0.0984, -0.1993, -0.0359, -0.1819, -0.0789, 0.0525, -0.3015, 0.0950, 0.1042, -0.0928, 0.0166, 0.1786, 0.1098, -0.3005, 0.1131, 0.0863, 0.0960, 0.0686, -0.5049, 0.1122, 0.0182, -0.4014, 0.0546, 0.1024, 0.1458, -0.0963, 0.0918, 0.0982, 0.0598, -0.1047, -0.2178, -0.0564, 0.1001, 0.1255, 0.0690, -0.1603, 0.1004, -0.6060, 0.0138, 1.0587]}